Here is C6H15N in the gas phase at a distorted geometry from the Open Molecules 2025 dataset. Energies are from ωB97M-V/def2-TZVPD.

Last column: Löwdin charge in e.
Cartesian coordinates (Å):
C 0.198145 0.785137 3.199347  -0.0938
C 0.043485 1.324903 1.777893  -0.2901
N -0.165100 0.233344 0.826262  -0.1108
C -0.038279 0.637326 -0.563189  -0.2317
C -0.415425 -0.518650 -1.530591  -0.3641
C -0.253779 -1.904013 -0.891593  -0.0831
C 0.447341 -0.402877 -2.835529  -0.0687
H 0.873601 -0.075619 3.223077  0.0714
H -0.788692 0.550423 3.596645  0.0681
H 0.763402 1.504707 3.795443  0.0654
H -0.849513 1.944416 1.729452  0.1058
H 0.868799 1.909123 1.488551  0.0919
H -1.054214 -0.209392 1.021743  0.1127
H -0.654899 1.504755 -0.826402  0.1139
H 0.979347 1.012077 -0.687509  0.1081
H -1.449787 -0.308143 -1.809599  0.1188
H 0.561827 -2.482562 -1.330200  0.0685
H -0.056343 -1.912395 0.175279  0.0555
H -1.175349 -2.477239 -0.951780  0.0691
H 1.168946 -1.207816 -2.919605  0.0571
H 1.106330 0.470304 -2.709211  0.0646
H -0.109842 -0.377811 -3.778485  0.0715

Atoms 1-6, force components in eV/Å:
0.79 0.26 -0.40
-1.57 -1.37 0.28
0.56 0.31 0.22
-0.20 -0.27 0.22
0.96 0.36 -0.42
-0.36 -0.55 0.19

- DFT total energy: -292.32666 hartree
- HOMO energy: -8.52 eV
- Orbital gap: 9.6 eV
- Relative energy (zero: lowest compared OMol25 entry of this formula, charge and spin): 26.6 kcal/mol